# 1
{
  "formula": "C5H2CaO6",
  "method": "the ωB97M-V functional and the def2-TZVPD basis",
  "total_charge": 2,
  "orbital_gap_ev": 11.46,
  "relative_energy_ev": 0.000,
  "lumo_ev": -9.0997,
  "total_energy_ha": -1320.210798,
  "e_homo_ev": -20.557,
  "species": ["O", "H", "C", "O", "C", "C", "C", "O", "H", "O", "Ca", "O", "C", "O"],
  "xyz": [[0.384, 0.266, 3.094], [-0.044, 0.897, 3.702], [-0.032, -0.023, -2.931], [-2.133, 2.769, -0.412], [-1.472, 1.906, -0.032], [1.827, 1.430, -0.015], [-1.970, -1.544, -0.060], [2.637, 2.064, -0.539], [0.826, -0.347, 3.702], [2.168, -2.722, -0.418], [-0.013, -0.007, 0.794], [-2.844, -2.232, -0.340], [1.491, -1.874, -0.028], [0.047, 0.033, -4.074]],
  "lowdin_charge": [-0.1371, 0.1086, 0.0328, 0.1687, 0.0095, -0.0031, 0.0151, 0.1724, 0.1037, 0.1693, 1.0972, 0.1636, 0.0084, 0.0909]
}

# 2
{
  "formula": "C5H2F4O",
  "method": "the ωB97M-V functional and the def2-TZVPD basis",
  "orbital_gap_ev": 7.98,
  "relative_energy_ev": 1.856,
  "lumo_ev": -0.3465,
  "total_energy_ha": -666.263278,
  "e_homo_ev": -8.327,
  "species": ["F", "F", "C", "H", "F", "C", "C", "H", "C", "F", "O", "C"],
  "xyz": [[4.292, 0.070, -0.873], [0.695, -2.251, 0.232], [3.391, -0.120, 0.092], [-0.992, -0.517, -0.356], [2.421, 2.140, -0.445], [2.235, 0.834, -0.054], [1.087, 0.173, -0.070], [-0.355, 0.292, -1.775], [-0.092, -0.174, -0.859], [4.039, -0.070, 1.255], [2.784, -1.344, -0.182], [1.421, -1.182, -0.008]],
  "lowdin_charge": [0.1683, 0.1668, -0.5315, 0.0789, 0.0681, -0.1145, -0.1563, 0.0628, 0.1350, 0.1731, 0.1883, -0.2389]
}

# 3
{
  "formula": "C5H2N2O",
  "method": "the ωB97M-V functional and the def2-TZVPD basis",
  "orbital_gap_ev": 8.00,
  "relative_energy_ev": 2.465,
  "lumo_ev": -2.3679,
  "total_energy_ha": -376.322929,
  "e_homo_ev": -10.365,
  "species": ["O", "C", "N", "H", "N", "C", "C", "C", "H", "C"],
  "xyz": [[-0.339, 2.210, -0.036], [-1.432, 0.240, -0.131], [3.584, 0.292, 0.082], [-2.630, 0.399, 0.243], [0.516, -1.284, -0.105], [-0.266, 1.046, -0.061], [0.892, -0.014, -0.170], [2.348, 0.222, -0.187], [-1.644, -1.978, 0.417], [-1.030, -1.131, -0.052]],
  "lowdin_charge": [0.1818, -0.0434, 0.1420, 0.1913, 0.1354, -0.4249, -0.2131, -0.0798, 0.1252, -0.0145]
}

# 4
{
  "formula": "C5H2N2O",
  "method": "the ωB97M-V functional and the def2-TZVPD basis",
  "orbital_gap_ev": 8.51,
  "relative_energy_ev": 2.066,
  "lumo_ev": -1.7422,
  "total_energy_ha": -376.337608,
  "e_homo_ev": -10.252,
  "species": ["H", "C", "N", "C", "H", "O", "C", "C", "N", "C"],
  "xyz": [[2.540, 1.233, -0.237], [0.588, -1.316, 0.193], [2.020, -0.846, -0.265], [-0.343, -0.368, 0.378], [0.433, -2.444, 0.088], [-0.237, 1.819, -0.017], [-1.732, -0.344, 0.085], [0.356, 0.805, 0.272], [-2.886, -0.356, -0.336], [1.962, 0.402, -0.179]],
  "lowdin_charge": [0.0799, 0.0592, 0.0955, -0.2427, 0.1455, 0.1312, -0.1123, -0.3244, 0.1684, -0.0005]
}

# 5
{
  "formula": "C5H2O",
  "method": "the ωB97M-V functional and the def2-TZVPD basis",
  "orbital_gap_ev": 8.85,
  "relative_energy_ev": 3.081,
  "lumo_ev": -1.4552,
  "total_energy_ha": -266.705526,
  "e_homo_ev": -10.301,
  "species": ["C", "C", "C", "C", "H", "H", "O", "C"],
  "xyz": [[1.151, -0.856, 0.120], [0.115, 0.042, -0.135], [-0.475, 1.132, -0.571], [-0.064, -0.931, 0.972], [-1.509, 1.474, -0.436], [-0.206, 1.774, -1.369], [2.181, -1.416, 0.023], [-1.193, -1.220, 1.398]],
  "lowdin_charge": [-0.3068, -0.1668, 0.1170, -0.2219, 0.0912, 0.0602, 0.1917, 0.2354]
}

# 6
{
  "formula": "C5H2O",
  "method": "the ωB97M-V functional and the def2-TZVPD basis",
  "orbital_gap_ev": 9.13,
  "relative_energy_ev": 3.568,
  "lumo_ev": -0.5297,
  "total_energy_ha": -266.687645,
  "e_homo_ev": -9.660,
  "species": ["C", "C", "H", "C", "O", "C", "C", "H"],
  "xyz": [[-0.112, 0.150, -0.530], [-1.052, 0.471, -1.397], [3.270, -0.508, 0.752], [2.290, -0.314, 0.368], [-2.879, 0.194, 0.295], [-1.769, 0.210, -0.162], [1.178, -0.100, -0.046], [-0.926, -0.104, 0.721]],
  "lowdin_charge": [-0.1377, 0.0899, 0.0527, 0.1845, 0.1040, -0.4000, -0.0823, 0.1889]
}

# 7
{
  "formula": "C5H2O",
  "method": "the ωB97M-V functional and the def2-TZVPD basis",
  "orbital_gap_ev": 8.79,
  "relative_energy_ev": 3.782,
  "lumo_ev": -0.8101,
  "total_energy_ha": -266.679767,
  "e_homo_ev": -9.602,
  "species": ["H", "H", "C", "C", "O", "C", "C", "C"],
  "xyz": [[0.814, 0.412, 1.215], [-1.942, 1.517, -0.157], [1.108, -2.211, 0.020], [-1.379, 0.608, -0.124], [1.371, 1.086, -0.709], [0.780, 0.566, 0.144], [0.090, -1.483, -0.161], [-0.841, -0.496, -0.229]],
  "lowdin_charge": [0.1527, 0.0802, 0.0706, 0.1683, 0.1703, -0.1298, -0.2993, -0.2130]
}

# 8
{
  "formula": "C5H2OS",
  "method": "the ωB97M-V functional and the def2-TZVPD basis",
  "orbital_gap_ev": 9.57,
  "relative_energy_ev": 0.969,
  "lumo_ev": -0.6278,
  "total_energy_ha": -665.017123,
  "e_homo_ev": -10.193,
  "species": ["C", "H", "S", "H", "C", "C", "C", "C", "O"],
  "xyz": [[-0.270, 0.262, -0.193], [1.359, -1.238, 1.145], [1.232, -2.055, 0.082], [-1.604, 4.454, 1.897], [-1.177, 3.570, 1.458], [-0.552, 1.295, 0.396], [0.070, -1.002, -0.818], [-0.863, 2.495, 1.011], [-0.339, -1.257, -1.935]],
  "lowdin_charge": [0.0097, -0.1210, 0.8274, 0.0460, 0.1447, -0.0186, -0.7813, -0.1344, 0.0275]
}